Computed, not measured: 15 unconnected molecules or ions with the total composition C30H84BN24O22, with ωB97M-V/def2-TZVPD.

E_HOMO (eV): -6.487
Total charge: -1

```
161
Properties=species:S:1:pos:R:3:forces:R:3
O 0.38937 2.59958 -2.75441 -0.7 -3.1 2.9
H -5.22400 -1.72684 3.44322 0.2 -0.1 -0.4
C -0.42236 -1.67912 -3.35684 -0.1 -0.1 -0.9
H 2.66752 4.26446 -3.38746 0.0 0.4 0.0
C 5.20110 3.45794 -1.74263 -1.8 1.6 -1.7
H -4.38509 1.54720 4.08217 0.5 -0.3 0.1
C -0.76105 -4.94845 -0.00602 -0.6 2.3 0.5
H 0.92692 1.65658 -5.77008 0.0 0.4 0.9
O -6.73497 -4.42640 4.39404 0.7 -0.1 -0.7
H 3.63048 1.25526 1.51712 0.2 0.2 -0.1
H -1.35125 -3.39987 3.88676 0.5 0.1 0.4
H -2.12266 1.11442 -5.02470 -0.8 -0.1 -0.4
H -0.12981 4.13032 -0.14529 0.6 0.4 0.5
H 3.40303 0.22121 -4.28067 -0.5 -0.3 0.2
O 3.60865 0.47122 3.72177 -1.3 -1.3 0.0
H -8.55361 -3.39730 3.99796 0.4 0.4 -0.1
H 1.49377 -3.72996 -5.04181 0.5 -0.2 -0.3
H -2.74304 -3.19395 -3.83940 0.5 -0.1 -0.1
C -1.35189 -1.00116 1.20893 -0.7 0.4 0.8
N 0.08932 -1.07521 5.43266 1.2 -0.1 -2.9
H -8.76820 -5.09360 4.25934 0.4 -0.6 -0.4
H -3.94157 -4.53921 3.33881 -0.1 -0.3 -0.2
H -3.48500 -2.26557 3.59757 -0.1 0.9 0.1
H 4.34866 4.23055 -7.17148 -0.3 0.9 0.3
N -1.77690 4.62615 -5.45169 0.3 1.1 -4.0
H 3.81715 5.43246 2.10764 -0.5 0.8 0.5
H 5.64845 2.52259 -2.07893 0.8 0.5 0.1
N 1.19467 -2.77662 -4.89425 -0.6 0.1 0.1
H 0.95295 -2.87913 -1.53797 -0.5 -0.4 0.2
H 0.59955 -1.87825 5.09372 0.1 0.7 -0.4
O 0.11871 0.86681 1.43096 -0.8 -0.5 0.2
H 4.83799 6.34070 -3.35596 0.0 1.0 0.0
H -0.67758 -1.25235 -4.32680 -0.6 0.0 -0.3
H -0.00630 -0.20022 4.93734 0.2 -0.4 -0.3
O -0.44460 0.77949 -7.61440 0.4 0.0 -0.3
H 0.43338 -2.66647 -5.54878 0.1 0.3 -0.8
H 0.22927 -0.90142 -2.95851 -0.4 0.1 0.7
O -2.69456 3.42847 -3.81674 0.4 0.5 0.3
H -2.21436 -4.79516 4.47934 -0.3 -0.4 -1.0
H 0.92325 4.12831 2.14797 -0.6 -1.6 0.2
O 1.47304 0.07496 -0.50124 -0.9 1.5 -2.3
H -3.51574 -2.93185 1.53555 -0.1 -0.4 -0.5
O 4.33553 0.51825 -6.37724 1.4 1.6 -0.9
O -0.80966 -5.14601 2.86078 -1.4 -0.6 1.0
H -0.18480 -6.86441 1.69655 -0.2 -0.9 0.2
H -6.67670 -3.54638 2.50651 -0.4 0.5 0.2
C -4.53358 -2.49937 3.78176 0.6 -0.9 0.2
H -4.56896 -4.16417 0.99475 0.6 0.1 -0.6
N 1.60023 3.37891 2.13371 -2.8 -1.1 0.6
O -0.43238 1.52054 -0.87646 0.4 -0.4 -0.2
H -1.75567 3.32371 -1.52272 0.3 0.2 0.4
H 0.21658 -3.62681 2.16401 1.0 0.5 0.1
H -3.32139 -2.69048 -2.25633 -0.3 -0.2 -0.2
H 2.73224 -2.38867 -0.59917 0.1 -0.1 0.4
C 1.60962 0.77119 -1.67393 2.7 -0.1 -0.9
O -3.57291 1.31666 7.02341 5.1 -1.6 7.3
O -0.78052 -0.73036 0.05128 -0.6 -1.2 -0.9
H 3.67168 -3.62383 0.08871 -0.1 0.1 0.2
H 0.38287 -2.84519 6.78794 -0.1 -0.5 1.0
N 2.88504 5.05601 2.20538 1.2 6.3 1.3
C 0.40411 -4.69303 2.29102 -1.4 0.2 -1.3
H -2.16304 4.05233 -6.18771 0.2 0.3 0.2
C -2.44379 -3.03488 -2.80342 0.1 1.5 1.4
H -3.23766 3.26850 -0.75083 0.0 0.3 -0.2
H 6.02354 6.06946 -2.30560 0.2 -0.3 0.0
C 0.45988 -5.29044 0.83545 -1.3 -1.1 -1.1
N -2.33546 3.72018 -0.79694 -1.8 -1.0 -1.3
N 3.36532 -1.41533 -6.75758 -0.9 -5.7 -5.8
N 3.13077 -0.53774 -4.88892 -1.2 1.6 5.7
H -1.69623 -5.21259 0.48772 0.1 -0.1 0.1
H 4.27090 3.11300 -1.29113 -0.1 0.4 0.3
H -1.24393 5.00166 -2.45156 0.1 0.5 -0.3
C 3.64643 4.08918 -3.83368 0.7 0.5 -0.8
H -2.72654 0.68719 -6.62874 0.1 0.0 0.4
H -0.19914 -3.73856 -3.78206 -0.2 -0.3 0.8
H -4.64121 -2.52039 4.86623 -0.1 -0.6 0.0
N -0.74688 4.69096 0.42481 2.9 0.8 -0.4
N -4.43141 -3.35532 1.58376 -1.2 -1.3 0.7
O -0.99043 -0.12520 7.12309 0.6 -0.3 0.1
H -0.06671 -7.17946 0.11430 0.0 0.3 -0.2
O 2.60949 0.79098 -2.41529 -3.1 -0.3 2.5
B 0.12437 0.46261 0.00912 -0.7 -1.3 1.7
H 3.46614 -0.63084 -1.28324 0.6 0.0 -0.5
H 1.27696 -4.95079 0.19896 0.7 0.1 0.7
H 2.65037 -2.04775 -6.42743 0.3 -0.1 -0.5
C 2.82022 3.82455 1.96963 -2.8 -2.6 -0.7
N 4.41562 -0.96110 -1.18571 1.3 1.0 -0.1
C 3.64602 -0.42618 -6.05658 1.6 3.5 1.3
O 3.64985 3.15096 1.51246 5.6 -3.4 -2.1
O 5.68802 -2.61531 -0.25489 5.3 -1.1 1.0
H -5.63268 2.40698 6.97355 -0.4 0.0 -0.6
C -0.31165 -1.04580 6.66959 -3.0 2.9 2.2
O -2.19231 -1.84294 1.53894 3.0 2.3 -1.3
H -0.74840 -3.86403 -0.11544 -0.5 0.4 -0.1
H -0.61112 -4.83547 4.88571 0.7 0.9 0.2
H 2.49762 -1.25930 -4.57495 0.2 0.1 -0.3
H -2.11578 -3.89695 -2.22261 0.2 -0.3 -0.7
C -4.16878 1.47356 6.07205 -1.7 0.7 -2.3
H -0.54068 1.89412 -4.71928 1.3 0.4 0.2
H -0.44830 5.17953 1.25682 0.0 -0.2 -0.5
H -2.26724 2.63473 3.72158 0.1 0.3 0.1
N 5.05205 5.86487 -2.49117 -1.9 0.1 -0.5
C -4.66736 -3.82293 2.95375 -2.1 1.5 1.7
N -0.11938 4.43820 4.80791 6.2 6.7 -0.2
H 3.68727 3.03204 -4.09615 0.2 -0.3 0.8
H 0.55503 4.69243 5.51549 -0.5 -0.3 0.0
H -8.28463 -4.12889 5.59733 -0.1 0.3 0.0
C -0.76617 0.12122 2.12700 -0.6 0.9 4.7
N 3.51617 -1.59806 2.76472 -0.5 -3.8 1.2
C 4.87295 4.48777 -2.95733 1.5 -2.7 0.2
N -1.18838 5.13357 -3.45136 0.4 0.9 2.3
H 3.24022 3.08442 -6.48933 -0.3 0.1 0.5
C -6.17950 -4.32984 3.07841 0.3 1.1 -0.9
H 2.08762 5.36100 2.74503 1.2 1.2 0.3
H 4.90388 3.21019 -5.91092 -0.1 -0.4 0.0
C -0.98364 3.54551 4.90501 -3.0 -4.8 2.5
H -0.80544 -5.31033 -1.03324 0.6 -0.5 0.1
H -0.37547 -2.27692 8.29995 0.0 0.0 -0.5
H -6.41269 -5.19471 2.45734 0.3 -0.8 0.3
H 5.10477 -0.79144 -1.90432 -0.3 0.5 0.2
H 3.67569 -2.11722 1.91318 -0.2 0.1 0.2
H -0.76830 5.96730 -3.83675 -0.1 -0.3 0.5
C 0.38582 1.69203 -1.88295 1.3 2.9 -2.1
N 0.41433 -6.74983 0.89156 1.1 -0.5 1.5
H 1.48556 2.37821 2.05918 -1.0 0.3 0.1
N -0.01564 -2.12162 7.36908 1.2 -2.8 1.1
C -1.97670 4.36522 -4.20285 -0.8 -2.4 1.8
C 4.67562 -2.05558 -0.41314 -0.4 1.9 -3.8
C 4.03357 3.78472 -6.22805 0.8 0.1 1.0
N -0.02473 1.47921 -5.48201 2.7 0.7 0.7
N -1.96416 0.85626 -5.98820 -5.0 -1.0 0.7
H 5.69438 4.15518 -1.06540 0.5 -1.0 0.4
H 3.79064 -1.43159 -7.67351 -0.6 -0.4 0.0
H -1.07524 5.33769 -5.59823 -0.3 -0.5 -1.0
O -1.06029 0.29754 3.34912 1.1 -0.6 -5.4
H 3.74967 -0.23314 0.65085 -0.1 0.2 0.7
C 3.46194 -0.29911 2.75233 2.6 4.4 0.0
N -1.58815 3.38133 3.76051 -3.2 -1.8 -3.5
H 3.69763 -2.03702 3.65606 0.0 0.1 -0.3
H 1.23936 -4.98219 2.92886 0.3 0.2 -0.2
H -5.81404 2.04745 5.21039 -0.7 0.6 0.8
H -1.50014 3.91335 2.90650 -0.1 0.1 0.4
C -2.01575 4.38723 0.30774 -2.2 -0.5 1.8
C -1.25256 -4.46712 4.08510 0.7 -0.9 -0.8
N -5.37468 1.94381 6.11390 -5.2 1.9 -0.2
O -2.82028 4.64177 1.21247 0.0 0.1 -0.5
N 3.56309 0.24751 1.51933 -0.7 0.6 -1.0
N 3.57912 -2.63756 -0.10830 -5.9 -3.1 2.4
H -2.91495 0.81309 4.66125 -0.1 0.0 0.1
H 2.18833 -2.24919 -2.44858 0.5 -0.3 -0.8
C -0.77693 1.03608 -6.46489 1.3 -0.5 -2.0
C 0.45187 -2.87822 -3.62679 1.0 -0.8 1.1
H 1.88678 -4.08246 -2.40383 0.4 0.2 -0.2
C -8.12925 -4.25156 4.52546 0.0 0.0 0.6
C 1.47708 -3.07478 -2.47343 -1.6 0.3 0.2
O -1.55763 -1.91445 -2.53959 0.5 -0.1 -0.5
O -1.20905 2.86012 5.89257 0.1 0.1 0.2
O 3.74698 4.73435 -5.15143 -0.5 -0.2 -0.4
H 5.66964 4.36531 -3.69108 0.3 -0.6 -0.2
H -0.11981 4.96408 3.94562 0.4 0.1 0.5
N -3.81254 1.23450 4.85321 2.2 -1.4 -5.1
```
Forces are in eV/Å.